## i
An isolated molecule of C4H5ClN2, computed with ωB97M-V with the def2-TZVPD basis set.

The HOMO energy comes out at -8.69 eV. The HOMO-LUMO gap comes out at 9.6 eV. As for the SMILES: Cl[C@@H]1[C@@H]2C=NN[C@H]12.

Structure (ORCA input):
```
! wB97M-V def2-TZVPD RIJCOSX def2/J DEFGRID3
* xyz 0 1
C -0.55360 -1.07110 -0.38634
C -0.29519 0.32123 -0.86639
C 1.01041 0.28296 1.05469
C 0.82063 -0.47137 -0.19652
H -0.62419 -1.83283 -1.14724
H -0.34632 0.57187 -1.90313
H -1.47581 1.71926 0.20427
H 1.77060 0.07071 1.80744
H 1.64725 -0.89824 -0.75591
N -0.51958 1.43238 0.03011
N 0.19724 1.27395 1.20485
Cl -1.63144 -1.39883 0.95418
*
```

## ii
An isolated molecule of C4H5ClN2, computed with ωB97M-V with the def2-TZVPD basis set.

The HOMO energy comes out at -9.31 eV. The HOMO-LUMO gap comes out at 9.7 eV. As for the SMILES: C=C(C)C1(Cl)N=N1.

Structure (ORCA input):
```
! wB97M-V def2-TZVPD RIJCOSX def2/J DEFGRID3
* xyz 0 1
C 0.20186 0.38870 -1.45512
C -0.02398 -0.05443 -0.23476
C -0.56958 0.83401 0.78543
C 0.39373 -1.38831 0.14470
N 0.19157 2.10382 0.98652
N -0.89225 2.21909 0.49003
Cl -1.27948 0.10116 2.23908
H 0.76130 -0.32944 -2.09854
H 0.08211 1.36187 -1.76193
H 1.30589 -1.76505 -0.33756
H 0.30591 -1.39836 1.22618
H -0.47708 -2.07307 0.01595
*
```

## iii
An isolated molecule of C4H5ClN2, computed with ωB97M-V with the def2-TZVPD basis set.

The HOMO energy comes out at -8.07 eV. The HOMO-LUMO gap comes out at 8.5 eV. As for the SMILES: ClC1=CCNN=C1.

Structure (ORCA input):
```
! wB97M-V def2-TZVPD RIJCOSX def2/J DEFGRID3
* xyz 0 1
C 0.03888 0.60781 0.23242
C 0.85499 -0.19722 0.93821
C 0.57070 -1.52814 1.00741
C -0.86708 -0.00602 -0.82893
H 1.46875 0.45357 1.79099
H 1.45199 -2.03774 1.20374
H -0.09053 -1.98207 1.93856
H -0.69453 -3.05003 0.14609
H -1.22277 0.83029 -1.70438
N -0.21689 -2.08889 -0.12053
N -1.03050 -1.21960 -0.79076
Cl 0.24905 2.09922 -0.29945
*
```

i ends up most stable, edging out the next structure by 27.9 kcal/mol.

## i
A structure of composition C4H5ClN2, computed with ωB97M-V with the def2-TZVPD basis set.

The HOMO energy comes out at -8.74 eV. The HOMO-LUMO gap comes out at 9.2 eV.

Structure (ORCA input):
```
! wB97M-V def2-TZVPD RIJCOSX def2/J DEFGRID3
* xyz 0 1
C -0.94297 0.11016 -0.30377
C -0.59692 0.59040 -1.52890
C 0.24854 -0.13799 0.45625
C 0.20701 -0.66338 1.85325
N 1.36217 0.11409 -0.10938
N 0.71012 0.83264 -1.65750
Cl 1.65253 0.69542 -3.03724
H -1.94265 -0.00753 0.07058
H -1.26567 0.84287 -2.33565
H -0.33134 0.03766 2.48940
H -0.31594 -1.61844 1.86920
H 1.21510 -0.79589 2.23376
*
```

## ii
An isolated molecule of C4H5ClN2, computed with ωB97M-V with the def2-TZVPD basis set.

The HOMO energy comes out at -8.54 eV. The HOMO-LUMO gap comes out at 9.3 eV. As for the SMILES: Cn1ccnc1Cl.

Structure (ORCA input):
```
! wB97M-V def2-TZVPD RIJCOSX def2/J DEFGRID3
* xyz 0 1
C -1.69451 -0.45476 -0.90872
C -0.95176 -0.62885 0.23818
C 0.09351 0.64203 -1.13693
C 1.26244 0.17744 1.09306
N -1.00701 0.36923 -1.71372
N 0.24254 0.03088 0.15146
Cl 1.36251 1.48724 -1.83237
H -2.60793 -0.88961 -1.07245
H -1.14969 -1.30650 0.99988
H 2.01369 -0.65428 0.92039
H 1.68794 1.16845 1.05013
H 0.74828 0.05873 2.21110
*
```

ii ends up most stable, edging out the next structure by 52.6 kcal/mol.

## i
An isolated molecule of C2H5NS2, computed with ωB97M-V with the def2-TZVPD basis set.

The HOMO energy comes out at -7.73 eV. The HOMO-LUMO gap comes out at 7.7 eV. As for the SMILES: CN1CSS1.

Structure (ORCA input):
```
! wB97M-V def2-TZVPD RIJCOSX def2/J DEFGRID3
* xyz 0 1
C -1.26036 -0.25041 0.07280
C 1.26325 -0.27254 0.05924
N 0.03543 0.08654 -0.59730
S -2.15758 1.29297 -0.36957
S -0.12605 1.81405 -0.65755
H -1.68909 -1.18700 -0.15796
H -1.05837 -0.23434 1.12443
H 1.98060 0.11466 -0.73931
H 1.66831 0.00493 1.02697
H 1.34386 -1.36886 0.23825
*
```

## ii
An isolated molecule of C2H5NS2, computed with ωB97M-V with the def2-TZVPD basis set.

The HOMO energy comes out at -8.57 eV. The HOMO-LUMO gap comes out at 8.9 eV. As for the SMILES: CSNC=S.

Structure (ORCA input):
```
! wB97M-V def2-TZVPD RIJCOSX def2/J DEFGRID3
* xyz 0 1
C -0.07680 1.54144 -0.00044
C -0.36977 -1.57352 0.07023
H -0.40395 1.22990 1.18065
H -1.05298 1.45414 -0.80671
H 0.39258 2.71314 0.01471
H 1.50061 -1.29230 0.60132
H -0.15910 -2.61951 0.52711
N 0.74803 -0.79652 0.13175
S 1.07652 0.61544 -0.80940
S -1.65514 -1.27220 -0.90922
*
```

i ends up most stable, edging out the next structure by 5.2 kcal/mol.

## i
An isolated molecule of C4H5FO2, computed with ωB97M-V with the def2-TZVPD basis set.

The HOMO energy comes out at -10.13 eV. The HOMO-LUMO gap comes out at 10.9 eV. As for the SMILES: CC(=O)O/C=C/F.

Structure (ORCA input):
```
! wB97M-V def2-TZVPD RIJCOSX def2/J DEFGRID3
* xyz 0 1
C 2.78752 -0.09729 -0.03036
C 1.28461 0.06778 0.02475
C -0.87571 -0.79351 0.11002
C -1.57894 0.31249 -0.00168
H 3.09497 -0.98634 -0.82271
H 3.28387 -0.35227 1.11136
H 2.75136 1.22036 -0.24886
H -1.50032 -1.61333 0.44069
H -1.17476 1.19643 -0.06471
O 0.85066 1.18912 0.03954
O 0.51177 -0.92878 -0.11646
F -3.00661 0.16841 -0.04632
*
```

## ii
An isolated molecule of C4H5FO2, computed with ωB97M-V with the def2-TZVPD basis set.

The HOMO energy comes out at -9.88 eV. The HOMO-LUMO gap comes out at 9.9 eV. As for the SMILES: O=C1C[C@@H](O)[C@H]1F.

Structure (ORCA input):
```
! wB97M-V def2-TZVPD RIJCOSX def2/J DEFGRID3
* xyz 0 1
C 0.02318 0.75366 0.91182
C 0.57107 -0.63638 1.14127
C -0.39971 -1.10576 0.05280
C -0.68923 0.31440 -0.20090
H 1.89724 1.82490 0.91657
H -0.59009 1.05407 1.83803
H 0.57388 -1.35122 2.10666
H 1.50128 -0.82183 0.51964
H -1.79583 0.56033 -0.15353
O 0.95053 1.67086 0.26550
O -0.65427 -2.09555 -0.71271
F -0.10983 0.68619 -1.45328
*
```

i ends up most stable, edging out the next structure by 7.3 kcal/mol.

## i
A structure of composition C3H10NO3, computed with ωB97M-V with the def2-TZVPD basis set.

The HOMO energy comes out at -13.95 eV. The HOMO-LUMO gap comes out at 3.7 eV.

Structure (ORCA input):
```
! wB97M-V def2-TZVPD RIJCOSX def2/J DEFGRID3
* xyz 1 1
C 1.75477 0.51311 0.36910
C 0.94301 -0.62512 0.98489
C -0.47761 -0.33094 1.02085
O -0.96249 0.88245 0.69943
O 0.61388 -1.55028 -1.84880
N 1.29575 0.76943 -0.99048
H 2.82518 0.28016 0.36467
H 1.64698 1.37864 0.94258
H -0.01989 -0.82511 0.04939
H 1.39036 -1.50943 1.41614
H -1.12946 -1.02674 1.61309
H -4.11984 1.44760 0.15865
H 0.36888 1.22295 -1.00766
H 1.30982 -0.11085 -1.61336
H 0.49826 -2.15739 -2.59345
H -2.52217 0.97596 0.39534
O -3.41541 0.66555 0.03964
*
```

## ii
A structure of composition C3H10NO3, computed with ωB97M-V with the def2-TZVPD basis set.

The HOMO energy comes out at -15.55 eV. The HOMO-LUMO gap comes out at 12.3 eV.

Structure (ORCA input):
```
! wB97M-V def2-TZVPD RIJCOSX def2/J DEFGRID3
* xyz 1 1
C 0.64254 -1.23179 0.98950
C -0.19065 1.09101 1.32157
C -0.20261 0.17954 -1.25209
N -0.30642 -0.18490 0.56063
O -1.47853 0.33664 -1.62105
O 0.46727 -0.85119 -1.76425
O 0.56247 1.26045 -1.19218
H 1.46232 -0.69674 1.51120
H 0.24699 -1.93982 1.68826
H 0.74194 -2.01378 0.15112
H -0.94861 1.15845 2.01448
H 0.76856 1.10989 1.72723
H -0.25365 1.92851 0.68198
H -1.26489 -0.66176 0.64518
H -1.64643 1.20628 -2.06472
H -0.11146 -1.61449 -1.95231
H 1.51115 0.92370 -1.44456
*
```

ii ends up most stable, edging out the next structure by 213.1 kcal/mol.

## i
A cluster of 2 separate species, C9H19N4O in total, computed with ωB97M-V with the def2-TZVPD basis set.

The HOMO energy (spin up / spin down) comes out at -9.70 / -9.70 eV. The HOMO-LUMO gap (spin up / spin down) comes out at 6.3 / 6.3 eV.

Structure (ORCA input):
```
! wB97M-V def2-TZVPD RIJCOSX def2/J DEFGRID3
* xyz 1 1
C 1.48638 2.08031 -0.71754
C -2.83258 1.00950 0.14292
C -2.87898 -0.48430 -0.26558
C -0.46215 0.60745 -0.55625
C 1.12783 -1.46967 -1.51326
C -0.57225 0.32739 2.58127
C -1.56044 0.09285 0.34731
C 2.48615 2.83865 0.03004
C 1.12849 -2.30379 0.87241
N 0.59152 1.35052 -0.12588
N -1.30228 -0.27330 1.65960
N 0.73991 -1.63046 -2.79395
N 0.82049 -2.40858 -0.57509
O 0.21793 1.25194 2.48375
H 1.25929 2.06721 -1.82950
H -2.70794 1.65578 -0.64734
H -3.49119 1.46972 0.95413
H -3.32454 -1.30036 0.35961
H -2.85476 -0.59701 -1.28687
H -0.80551 0.63424 -1.55758
H 2.04055 -0.95686 -1.49130
H -0.72547 -0.01077 3.65117
H 2.39791 2.85621 1.07932
H 3.51530 2.37670 -0.15566
H 2.36404 3.84317 -0.19608
H 0.70813 -1.39778 1.39311
H 0.70597 -3.26192 1.29945
H 2.18419 -2.40816 0.94356
H -1.87065 -1.10522 1.99704
H 0.03545 -2.33351 -2.96236
H 1.26688 -1.25487 -3.53185
H -0.18984 -2.67765 -0.52350
H 0.50219 1.41254 0.93489
*
```

## ii
The ion C9H19N4O with charge +1, computed with ωB97M-V with the def2-TZVPD basis set.

The HOMO energy comes out at -13.17 eV. The HOMO-LUMO gap comes out at 9.4 eV. As for the SMILES: C/C(CC(C)C)=[NH+]/N1N[C@H](C)NC1=O.

Structure (ORCA input):
```
! wB97M-V def2-TZVPD RIJCOSX def2/J DEFGRID3
* xyz 1 1
C -0.93379 -2.99727 0.39529
C 1.15507 -2.65593 0.98732
C -1.75443 0.44544 -0.77310
C 2.56185 -3.26747 0.78637
C -3.22071 0.75492 -0.77845
C 0.32698 1.49302 1.34731
C 0.98288 3.25107 -0.48954
C -0.51298 1.29429 -1.11689
C -0.11520 2.31928 0.13241
N 0.08454 -3.60014 1.01422
N -1.52014 -0.83174 -0.35403
N -0.46097 -1.79810 -0.24133
N 0.99562 -1.76200 -0.10400
O -2.05546 -3.39759 0.23435
H 1.03477 -2.02456 1.91632
H 3.30208 -2.46122 0.73824
H 2.56069 -4.12035 0.06382
H 2.75887 -3.84232 1.81602
H -3.53887 1.40317 0.07744
H -3.82216 -0.10893 -0.66249
H -3.43742 1.36087 -1.62575
H 1.08193 0.79121 1.00008
H -0.46565 1.01237 1.93385
H 0.77489 2.15480 1.96677
H 0.46415 3.71302 -1.39015
H 1.94628 2.77530 -0.92293
H 1.29154 3.97807 0.31559
H 0.50264 0.67840 -1.17854
H -0.64487 1.93222 -1.92863
H -1.02341 2.79435 0.60856
H 0.08473 -4.45806 1.67201
H -2.32849 -1.41414 -0.19942
H 1.26435 -2.06927 -0.96124
*
```

ii ends up most stable, edging out the next structure by 12.9 kcal/mol.

## i
A structure of composition C4H4IN, computed with ωB97M-V with the def2-TZVPD basis set.

The HOMO energy comes out at -8.94 eV. The HOMO-LUMO gap comes out at 8.0 eV.

Structure (ORCA input):
```
! wB97M-V def2-TZVPD RIJCOSX def2/J DEFGRID3
* xyz 0 1
C -0.69090 2.56234 0.34803
C -1.17433 1.47725 -0.13487
C 0.22641 0.69445 0.07154
C -0.77764 -0.52210 -0.32582
N -1.79242 0.40773 -0.75416
I -3.70491 -0.07790 -0.05008
H 0.85526 1.03825 -0.75774
H 0.98622 0.62715 0.87076
H -0.22401 -1.10637 -1.03249
H -0.93520 -1.02293 0.64472
*
```

## ii
An isolated molecule of C4H4IN, computed with ωB97M-V with the def2-TZVPD basis set.

The HOMO energy (spin up / spin down) comes out at -8.76 / -8.91 eV. The HOMO-LUMO gap (spin up / spin down) comes out at 8.2 / 7.5 eV.

Structure (ORCA input):
```
! wB97M-V def2-TZVPD RIJCOSX def2/J DEFGRID3
* xyz 0 1
C 0.86240 -1.47377 -0.10119
C -0.44465 0.63328 -0.61660
C -1.27184 0.42964 0.56706
C 0.90705 -0.15473 -0.36570
N 1.10310 -2.54440 0.34447
I 2.69815 0.78334 0.10359
H -0.88784 0.36296 -1.49985
H -0.08064 1.63693 -0.64468
H -0.83041 0.63547 1.57380
H -2.05531 -0.30872 0.63910
*
```

ii ends up most stable, edging out the next structure by 56.0 kcal/mol.

## i
A structure of composition C3H5NO2S2, computed with ωB97M-V with the def2-TZVPD basis set.

The HOMO energy (spin up / spin down) comes out at -9.54 / -9.54 eV. The HOMO-LUMO gap (spin up / spin down) comes out at 8.4 / 8.4 eV.

Structure (ORCA input):
```
! wB97M-V def2-TZVPD RIJCOSX def2/J DEFGRID3
* xyz 0 1
C 2.38734 0.38527 -1.12293
C 1.38398 1.24980 -1.10364
C 0.96618 1.01892 0.24710
N -0.82721 -1.75511 0.78818
O 3.38376 0.17709 1.27737
O -0.55846 2.98074 0.68370
S 2.27976 -0.30702 0.45532
S 0.03551 1.76703 1.31832
H -0.06834 -1.67371 1.39778
H 3.06474 0.08900 -1.97079
H 0.96593 1.91950 -1.90149
H -0.78958 -2.85717 0.43563
H -0.48104 -1.18312 0.01722
*
```

## ii
An isolated molecule of C3H5NO2S2, computed with ωB97M-V with the def2-TZVPD basis set.

The HOMO energy comes out at -9.25 eV. The HOMO-LUMO gap comes out at 9.3 eV. As for the SMILES: CS/C(=N\O)C(=O)S.

Structure (ORCA input):
```
! wB97M-V def2-TZVPD RIJCOSX def2/J DEFGRID3
* xyz 0 1
C 2.17591 -0.56499 0.22159
C -0.62495 -0.25561 -0.18391
C -1.98641 -0.86559 0.04503
H 2.93762 -1.30393 0.02276
H 2.06096 -0.41992 1.30000
H 2.52717 0.37082 -0.26059
H 0.50604 2.47689 0.04680
H -2.73600 1.23502 -0.45146
N -0.57828 0.99471 0.08933
O 0.62834 1.54397 -0.21499
O -2.17811 -2.01095 0.30701
S 0.67614 -1.29697 -0.62499
S -3.40841 0.09656 -0.29657
*
```

ii ends up most stable, edging out the next structure by 50.0 kcal/mol.